Entry 1:
# C41H50BCoN14OS3

A molecular structure, C41H50BCoN14OS3 (the ωB97M-V functional and the def2-TZVPD basis, the Open Molecules 2025 dataset).

```
111
Properties=species:S:1:pos:R:3
Co -0.0989 0.8679 0.3857
C -0.9757 4.2751 4.7073
C -1.1283 2.8583 5.2541
C -2.4649 2.2244 4.8755
C -1.0111 2.8940 6.7745
N -0.0127 1.9992 4.7084
C 0.9780 1.4143 5.4793
C 1.7772 0.7038 4.6564
N 1.2936 0.8651 3.3783
B 1.7698 0.1685 2.1043
N 2.2547 -1.2173 2.2839
C 3.5174 -1.7342 2.0135
C 3.4518 -3.0552 2.2144
N 2.1535 -3.3802 2.6040
C 1.4137 -2.2446 2.6651
S -0.1866 -1.9482 3.1318
C 1.8165 -4.8214 2.8811
C 2.6553 -5.2618 4.0807
C 2.1845 -5.6218 1.6291
C 0.3432 -5.0495 3.1893
N 2.7393 1.0739 1.3081
C 3.7169 1.8994 1.8185
C 4.3053 2.5176 0.7762
N 3.6723 2.1008 -0.3842
C 2.7191 1.2175 -0.0354
S 1.5662 0.3368 -0.9926
C 4.1446 2.6119 -1.7284
C 5.5739 2.1060 -1.9153
C 4.0988 4.1385 -1.6806
C 3.2753 2.1236 -2.8773
C 0.2091 1.6425 3.4313
S -0.6712 2.1557 2.0161
H -1.7701 4.8963 5.1199
H -1.0528 4.3127 3.6227
H -0.0196 4.7039 5.0103
H -3.2655 2.7732 5.3701
H -2.5058 1.1863 5.2075
H -2.6518 2.2587 3.8044
H -1.8293 3.5026 7.1552
H -0.0810 3.3569 7.1054
H -1.1066 1.9016 7.2163
H 1.0206 1.5283 6.5448
H 2.6222 0.0747 4.8749
H 0.6834 0.0300 1.4706
H 4.3430 -1.1205 1.6988
H 4.2218 -3.7970 2.1187
H 3.7243 -5.1478 3.9004
H 2.4655 -6.3147 4.2867
H 2.3856 -4.6866 4.9671
H 3.2576 -5.6373 1.4404
H 1.6783 -5.2175 0.7511
H 1.8627 -6.6541 1.7595
H 0.0247 -4.5329 4.0897
H 0.2180 -6.1217 3.3439
H -0.2989 -4.7436 2.3655
H 3.9161 1.9765 2.8730
H 5.1243 3.2119 0.7622
H 6.2440 2.4725 -1.1378
H 5.9540 2.4581 -2.8735
H 5.6023 1.0158 -1.9174
H 4.7650 4.5578 -0.9281
H 3.0850 4.4967 -1.4945
H 4.4173 4.5257 -2.6474
H 3.3022 1.0413 -2.9900
H 3.6826 2.5612 -3.7885
H 2.2402 2.4477 -2.7827
C -2.7013 3.7335 -3.5508
N -1.8318 3.2781 -2.4484
C -1.8586 2.1440 -1.7596
N -0.8654 2.1490 -0.8780
C -0.2494 3.3493 -1.0881
N -0.8062 4.0494 -2.0366
C -2.4392 2.9933 -4.8359
C -1.8629 3.6114 -5.9366
C -1.6612 2.8918 -7.1110
C -2.0100 1.5537 -7.1892
C -2.5780 0.9314 -6.0805
C -2.8045 1.6593 -4.9220
C -2.9349 -0.4851 -6.0877
N -2.9686 -1.3431 -7.0429
N -3.3419 -2.5558 -6.4668
C -3.5010 -2.3265 -5.2118
O -3.2639 -1.0307 -4.8910
C -3.8264 -3.2275 -4.1089
C -4.1876 -4.5530 -4.3313
C -4.4305 -5.3790 -3.2474
C -4.2964 -4.9013 -1.9478
C -3.9432 -3.5786 -1.7277
C -3.7669 -3.0339 -0.3315
N -2.5142 -2.2751 -0.2303
C -2.3227 -0.9797 -0.0366
N -1.0204 -0.7179 -0.1312
C -0.4591 -1.9434 -0.3747
N -1.3409 -2.8963 -0.4579
C -3.7213 -2.7455 -2.8115
H -2.5018 4.7974 -3.6443
H -3.7330 3.6030 -3.2251
H -2.5740 1.3545 -1.9092
H 0.6000 3.6893 -0.5198
H -1.5808 4.6559 -5.8871
H -1.2247 3.3817 -7.9704
H -1.8487 0.9854 -8.0954
H -3.2972 1.1715 -4.0904
H -4.2666 -4.9227 -5.3446
H -4.7102 -6.4103 -3.4123
H -4.4613 -5.5665 -1.1092
H -3.7248 -3.8357 0.4029
H -4.5699 -2.3514 -0.0503
H -3.1064 -0.2791 0.2009
H 0.5991 -2.1088 -0.4691
H -3.4313 -1.7136 -2.6552
```

**Net charge**: +2
**Kohn-Sham gap (alpha / beta)**: 5.3 / 5.3 eV
**LUMO (alpha / beta)**: -6.8 / -6.8 eV

Results of the Löwdin charge analysis, in e, for atoms 1 through 2: Co 0.08; C -0.03

Entry 2:
# C41H50BrCl2N2O4PPt

A molecular structure, C41H50BrCl2N2O4PPt (the ωB97M-V functional and the def2-TZVPD basis, the Open Molecules 2025 dataset).

```
102
Properties=species:S:1:pos:R:3
Pt 0.1143 0.8294 -1.2978
C 0.3791 -2.1303 -4.5908
O 0.7012 -1.2357 -3.5548
C 1.5620 -1.6328 -2.5634
C 1.7987 -2.9537 -2.3944
C 2.7595 -3.5207 -1.4542
Br 2.9908 -5.4210 -1.7496
C 3.4693 -2.9852 -0.4675
C 3.4426 -1.5966 0.0246
C 2.7950 -0.5539 -0.6040
O 2.8609 0.6507 0.0471
C 4.1466 -1.4376 1.2867
N 4.7341 -2.4368 1.9391
C 5.3200 -1.8640 3.0429
C 6.0602 -2.4436 4.0716
C 6.5356 -1.6274 5.0872
C 6.2850 -0.2500 5.0898
C 5.5496 0.3465 4.0737
C 5.0775 -0.4784 3.0638
N 4.3418 -0.2371 1.9313
H 1.2754 -2.6201 -4.9826
H -0.0915 -1.5270 -5.3661
H -0.3300 -2.8976 -4.2599
H 1.2581 -3.6703 -2.9907
H 4.1089 -3.6344 0.1123
H 2.0631 1.1496 -0.2583
H 6.2502 -3.5099 4.0657
H 7.1081 -2.0612 5.8988
H 6.6724 0.3610 5.8964
H 5.3509 1.4113 4.0748
H 3.9125 0.6163 1.6131
C -1.4473 -3.6878 1.5049
C -0.2688 -2.7926 1.8673
C -0.2899 -1.5091 1.0224
C -1.7208 -1.0698 0.6311
C -2.6670 -1.4619 1.7686
C -2.7684 -2.9952 1.8721
P -1.6706 0.6495 -0.1051
C -1.8088 2.0463 1.1333
C -3.1044 2.3688 1.8947
C -3.2333 1.7243 3.2738
C -1.9830 1.9505 4.1192
C -0.7375 1.4614 3.3864
C -0.5829 2.1757 2.0478
C -3.2801 0.9219 -1.0345
C -4.5780 0.2310 -0.5786
C -4.7421 -1.2015 -1.0876
C -4.5481 -1.2779 -2.5987
C -3.1931 -0.6998 -2.9943
C -3.0844 0.7530 -2.5484
H -1.3782 -4.6581 2.0040
H -1.4110 -3.8914 0.4302
H 0.6787 -3.3106 1.7040
H -0.3145 -2.5557 2.9371
H 0.2872 -1.6507 0.1089
H 0.2121 -0.7004 1.5608
H -2.0041 -1.6540 -0.2529
H -3.6673 -1.0468 1.6481
H -2.2737 -1.0587 2.7037
H -3.5713 -3.3507 1.2186
H -3.0558 -3.2684 2.8931
H -1.6846 2.8337 0.3772
H -3.9801 2.1303 1.2885
H -3.1254 3.4583 2.0254
H -3.4061 0.6513 3.1708
H -4.1116 2.1333 3.7846
H -2.0839 1.4574 5.0914
H -1.8753 3.0250 4.3150
H -0.8115 0.3814 3.2252
H 0.1543 1.6217 3.9997
H 0.2990 1.8222 1.5088
H -0.4229 3.2440 2.2429
H -3.4224 1.9951 -0.8733
H -5.4204 0.8259 -0.9587
H -4.6690 0.2499 0.5087
H -5.7304 -1.5806 -0.8058
H -4.0115 -1.8540 -0.6040
H -5.3334 -0.6827 -3.0834
H -4.6636 -2.3077 -2.9507
H -3.0451 -0.7748 -4.0755
H -2.3815 -1.2737 -2.5288
H -3.8383 1.3552 -3.0725
H -2.1073 1.1644 -2.8093
C 2.0752 -0.4643 -1.8572
C 2.4868 0.6911 -2.7380
C 3.8432 1.0214 -2.8620
C 4.2656 2.0879 -3.6397
C 3.3389 2.8673 -4.3200
C 1.9897 2.5589 -4.2147
C 1.5742 1.4754 -3.4525
H 4.5706 0.4227 -2.3235
H 5.3247 2.3098 -3.7155
H 3.6613 3.7170 -4.9104
H 1.2344 3.1827 -4.6773
H 0.5005 1.2742 -3.4206
Cl -2.2538 6.0013 0.0368
C -2.5862 5.5216 -1.6575
Cl -4.1630 4.6471 -1.7082
C -1.4752 4.6238 -2.3104
O -1.4185 4.8069 -3.5429
O -0.8588 3.8638 -1.5586
H -2.7339 6.4351 -2.2191
```

**Net charge**: -2
**Kohn-Sham gap**: 4.8 eV
**LUMO**: 4.1 eV
**Relative energy (zero: lowest compared OMol25 entry of this formula, charge and spin)**: 0.0000 eV

Results of the Löwdin charge analysis, in e, for atoms 1 through 2: Pt 0.49; C -0.10

Entry 3:
# C41H50BrIN7O2SiTa

A molecular structure, C41H50BrIN7O2SiTa (the ωB97M-V functional and the def2-TZVPD basis, the Open Molecules 2025 dataset).

```
104
Properties=species:S:1:pos:R:3
Ta 1.0459 2.3268 1.1087
O 0.1471 -2.4793 4.6988
C 0.5687 -3.7600 4.4955
C 1.6755 -4.2519 5.1650
C 2.0949 -5.5000 4.8157
C 1.3920 -6.3711 3.9389
C 0.2468 -5.9125 3.2921
C -0.1378 -4.5815 3.5700
C -1.2780 -3.9497 3.0480
O -0.3593 1.4596 1.6745
N -2.1685 -4.4898 2.2809
N -3.0589 -3.5522 1.7470
C -4.0176 -4.0197 1.0904
C -4.9242 -3.1380 0.4704
Br -4.8764 -1.3326 1.0854
C -5.9402 -3.5861 -0.2836
C -6.0373 -4.8706 -0.9150
C -4.9052 -5.3511 -1.5781
C -4.9046 -6.7134 -1.9480
C -6.0333 -7.4875 -1.7278
C -7.1830 -6.8851 -1.2318
C -7.1786 -5.6108 -0.7272
H 0.7244 -1.9839 5.2683
H 2.0685 -3.7682 6.0484
H 2.9645 -5.9031 5.3486
H 1.8402 -7.3392 3.8311
H -0.1811 -6.5021 2.4556
H -1.4557 -2.8776 3.2674
H -2.3468 -5.5021 2.1138
H -4.1466 -5.0975 0.8558
H -6.7966 -2.9481 -0.3022
H -4.1106 -4.6632 -1.6975
H -3.9683 -7.0827 -2.3680
H -6.0592 -8.6148 -2.0071
H -8.0467 -7.5164 -1.2114
H -8.0232 -5.2807 -0.1345
C 1.0776 5.5376 1.9750
N 0.3997 4.2268 2.3451
C -1.1392 4.2211 2.2704
C -1.2854 4.2257 0.7689
N -0.3197 3.7031 -0.0242
C -0.8129 3.8475 -1.2877
C -0.2432 3.6604 -2.4898
C -1.0198 3.9366 -3.6395
C -2.3607 4.3515 -3.6306
C -2.9451 4.5453 -2.3928
C -2.1324 4.3284 -1.2741
N -2.4252 4.4417 0.1160
C 2.5114 5.2091 1.4727
N 2.8227 4.0881 0.8731
C 4.1537 4.2023 0.5186
C 4.8990 3.1707 0.0150
C 6.2564 3.3883 -0.0386
C 6.8103 4.6715 0.3335
C 6.0481 5.6698 0.8767
C 4.6678 5.4233 0.9826
N 3.6060 6.0571 1.5784
H 1.0097 6.2553 2.7015
H 0.5435 5.9886 1.1569
H 0.6532 4.1055 3.2838
H -1.5811 5.1025 2.8157
H -1.4847 3.3306 2.7094
H 0.7583 3.3278 -2.6481
H -0.5760 3.6567 -4.6433
H -2.8207 4.5185 -4.5969
H -3.9606 4.9125 -2.3294
H -3.1677 5.0965 0.3819
H 4.3771 2.2489 -0.0386
H 7.0228 2.6780 -0.2670
H 7.8976 4.9326 0.2526
H 6.4895 6.6803 1.1706
H 3.5125 6.9987 1.9787
I 2.5496 2.0079 3.5052
C 2.3837 0.4544 0.5072
Si 1.2294 0.8917 -1.1219
C 2.3176 1.2083 -2.7956
C 1.3929 1.0543 -4.0198
C 3.4401 0.1690 -2.7501
C 3.1222 2.4849 -2.9645
C 0.0832 -0.8110 -1.2732
C -0.1069 -1.6108 0.0601
C -1.2261 -0.3529 -2.0044
C 0.7654 -1.8645 -2.1744
H 3.1900 1.0405 0.8327
H 2.5932 -0.3643 -0.1681
H 1.8859 -0.1044 1.2724
H 1.8713 1.4768 -4.9646
H 0.4538 1.6247 -4.0337
H 1.1820 0.0004 -4.3269
H 3.0304 -0.7369 -2.3535
H 4.3921 0.3731 -2.2682
H 3.7234 -0.1136 -3.7494
H 3.8212 2.5928 -2.1610
H 2.5001 3.3320 -3.1563
H 3.8160 2.3499 -3.8019
H -0.1730 -0.9354 0.9175
H 0.7854 -2.2339 0.0805
H -1.0466 -2.2049 0.1040
H -1.8698 0.3012 -1.3966
H -1.8282 -1.3013 -2.2107
H -1.0834 0.0896 -3.0021
H 1.7426 -2.1722 -1.7909
H 1.0641 -1.5364 -3.2011
H 0.1253 -2.7119 -2.4052
```

**Net charge**: +2
**Kohn-Sham gap**: 6.3 eV
**LUMO**: -5.7 eV
**Relative energy (zero: lowest compared OMol25 entry of this formula, charge and spin)**: 2.1874 eV

Results of the Löwdin charge analysis, in e, for atoms 1 through 2: Ta 1.15; O 0.09

Entry 4:
# C41H50BrN2OPPm

A molecular structure, C41H50BrN2OPPm (the ωB97M-V functional and the def2-TZVPD basis, the Open Molecules 2025 dataset).

```
97
Properties=species:S:1:pos:R:3
Pm 0.2137 -0.1585 -0.2206
C -1.9076 -1.9490 -1.1010
C -2.4402 -1.1641 -0.0666
C -2.4805 0.2209 -0.5540
C -1.8885 0.1929 -1.8376
C -1.6585 -1.1533 -2.2130
C -1.4271 -1.7512 -3.5603
C -0.7162 -0.7296 -4.4715
C -0.5547 -3.0841 -3.4810
C -2.7371 -2.1251 -4.2031
C -3.2214 1.4209 -0.0013
C -4.6883 1.3136 0.2627
C -2.5548 1.9596 1.2520
C -3.1167 2.5344 -1.0862
C -2.8114 -1.8607 1.2259
C -1.7078 -2.8509 1.7314
C -3.2142 -0.8778 2.3572
C -4.0525 -2.7508 1.0001
H -1.7878 -3.0508 -1.0337
H -1.6963 1.0970 -2.4518
H 0.2381 -0.4549 -4.0463
H -1.3383 0.1438 -4.6806
H -0.5691 -1.1644 -5.4531
H 0.3010 -2.8748 -2.7899
H -0.1225 -3.2701 -4.4404
H -1.1327 -3.9192 -3.0737
H -3.3514 -1.1969 -4.4355
H -3.3495 -2.7295 -3.5039
H -2.7100 -2.7417 -5.1069
H -4.9318 0.5375 1.0053
H -5.2652 1.1285 -0.6365
H -5.0155 2.3547 0.6764
H -2.9022 1.6306 2.2303
H -2.6879 3.0593 1.3253
H -1.4716 1.6765 1.3336
H -3.6062 2.2909 -2.0578
H -2.0458 2.8229 -1.3172
H -3.6848 3.4369 -0.7146
H -0.6779 -2.5642 1.9444
H -1.6406 -3.7179 1.0565
H -2.0458 -3.2529 2.7019
H -2.3501 -0.2606 2.6160
H -3.3814 -1.4511 3.3066
H -4.0895 -0.2235 2.1719
H -3.9039 -3.7240 0.5280
H -4.8839 -2.1753 0.4706
H -4.4358 -2.9761 1.9874
Br 1.4742 -2.1372 7.1338
C 1.3726 -1.2204 5.5482
C 0.9414 0.1030 5.5043
C 0.7462 0.6742 4.2829
C 0.8896 0.0157 3.1148
O 0.4155 0.5159 1.9460
C 1.5253 -1.3483 3.1508
C 1.9132 -2.0799 1.9957
N 1.8210 -1.6447 0.7277
C 2.3438 -2.2598 -0.3936
C 2.6339 -3.6435 -0.4123
C 3.2362 -4.1970 -1.5523
C 3.5569 -3.3786 -2.6691
C 3.2853 -1.9547 -2.6381
C 3.5278 -1.1486 -3.7845
C 3.1784 0.1910 -3.7066
C 2.7591 0.7153 -2.4777
N 2.3151 -0.0441 -1.4700
C 2.6909 -1.4056 -1.5168
C 1.8530 -1.8483 4.3934
H 0.9968 0.7074 6.4128
H 0.3475 1.7163 4.3078
H 2.2552 -3.1521 2.1505
H 2.4079 -4.1851 0.4615
H 3.6258 -5.2246 -1.4792
H 4.0618 -3.7746 -3.5616
H 3.8135 -1.6169 -4.7155
H 3.0849 0.7746 -4.6681
H 2.6770 1.7393 -2.3951
H 2.2418 -2.8559 4.5960
C -0.0780 3.9451 0.6377
P 1.2324 2.9072 -0.0990
C 1.7341 3.8500 -1.5787
C 2.5984 3.3472 0.9863
C 2.8332 4.6846 1.2557
C 3.7984 4.9450 2.2303
C 4.4109 3.9597 3.0192
C 4.1626 2.6390 2.6831
C 3.3877 2.3788 1.5708
H -0.1682 3.8439 1.7441
H -1.0038 3.6141 0.1677
H 0.2042 4.9400 0.4379
H 1.0707 3.6149 -2.4406
H 2.8237 3.7667 -1.8512
H 1.5399 4.9556 -1.3812
H 2.2959 5.5203 0.7923
H 3.9551 5.9938 2.5575
H 4.9395 4.3333 3.9077
H 4.4981 1.7620 3.1852
H 3.2757 1.3484 1.2435
```

**Expectation value of S²**: 6.007
**Net charge**: +1
**Kohn-Sham gap (alpha / beta)**: 6.1 / 6.1 eV
**LUMO (alpha / beta)**: -4.0 / -4.0 eV
**Multiplicity**: 5

Results of the Löwdin charge analysis, in e, for atoms 1 through 2: Pm 1.73; C -0.09

Number 1: E_tot -5036.0676 hartree. Number 2: E_tot -5957.9461 hartree. Number 3: E_tot -5343.8388 hartree. Number 4: E_tot -5300.6010 hartree.